Molecular formula: C19H20BFN9O6PtS
Method: DFT, the ωB97M-V functional and the def2-TZVPD basis

The geometry in XYZ format:
```
58
Properties=species:S:1:pos:R:3:nbo_charge:R:1
Pt -0.449 -0.350 -0.348 1.06
B -2.209 -2.616 1.831 0.18
N -1.168 -1.537 2.317 -0.26
C -0.915 -1.381 3.620 0.00
C -0.160 -0.237 3.811 -0.34
C 0.025 0.267 2.530 -0.04
N -0.597 -0.523 1.648 -0.31
N -2.095 -2.957 0.322 -0.28
C -2.632 -4.053 -0.228 -0.01
C -2.489 -3.977 -1.602 -0.36
C -1.829 -2.768 -1.816 -0.03
N -1.609 -2.172 -0.646 -0.35
H -1.961 -3.614 2.460 -0.04
H -3.318 -2.195 2.074 -0.06
H -1.298 -2.102 4.323 0.23
H 0.244 0.143 4.732 0.23
H 0.613 1.096 2.174 0.25
H -3.079 -4.805 0.400 0.22
H -2.805 -4.696 -2.338 0.22
H -1.493 -2.295 -2.722 0.24
F 5.544 -0.564 -2.618 -0.30
C 4.532 0.019 -1.964 0.24
C 3.432 0.416 -2.602 -0.01
N 2.390 1.016 -1.930 -0.41
C 1.261 1.531 -2.698 -0.33
C 0.275 0.475 -3.239 0.77
O 0.077 0.476 -4.447 -0.65
O -0.322 -0.303 -2.410 -0.75
C 2.398 1.142 -0.563 0.84
O 1.434 1.592 0.051 -0.69
N 3.576 0.812 0.053 -0.63
C 4.690 0.207 -0.525 0.60
O 5.661 -0.109 0.119 -0.57
H 3.303 0.286 -3.667 0.24
H 1.657 2.058 -3.564 0.22
H 0.740 2.241 -2.058 0.23
H 3.541 0.761 1.067 0.46
O 1.740 -1.406 -0.125 -0.61
N 1.700 -2.531 0.470 0.09
C 2.249 -2.527 1.671 -0.24
C 2.252 -3.722 2.444 0.29
N 2.278 -4.682 3.081 -0.36
C 2.849 -1.341 2.200 0.35
N 3.304 -0.362 2.605 -0.42
O -3.565 1.117 -0.401 -0.97
S -2.155 1.551 -0.428 1.31
C -2.074 2.925 -1.638 -0.61
C -2.052 4.250 -0.868 -0.41
C -2.586 3.972 0.538 -0.42
C -1.900 2.682 0.959 -0.62
H -2.980 2.780 -2.224 0.25
H -1.217 2.782 -2.293 0.23
H -2.629 5.015 -1.388 0.22
H -1.022 4.609 -0.795 0.21
H -3.666 3.811 0.510 0.22
H -2.381 4.791 1.228 0.22
H -2.293 2.191 1.847 0.26
H -0.819 2.809 1.061 0.24
```

Results
LUMO in hartree: 0.0804
Net charge: -1
Energy above the lowest of the compared OMol25 structures with the same formula, charge and spin in kcal per mole: 40.0
E_tot in a.u.: -2322.5612
Orbital gap in eV: 7.28


Molecular formula: C35H49BrN6O2ReS
Method: DFT, the ωB97M-V functional and the def2-TZVPD basis

The geometry in XYZ format:
```
95
Properties=species:S:1:pos:R:3:mulliken_charge:R:1
Re -0.377 2.593 0.253 1.61
C -2.055 3.456 -2.260 -1.38
N -1.630 2.195 -1.592 0.07
C -2.894 1.434 -1.364 -1.29
C -2.790 0.288 -0.380 0.57
C -2.648 0.741 1.070 -1.27
N -1.287 1.159 1.425 -0.01
C -0.757 0.587 2.471 0.40
C 0.444 0.930 3.141 0.42
C 0.773 0.233 4.319 -0.85
C 1.869 0.574 5.065 -0.78
C 2.685 1.635 4.642 -0.54
C 2.386 2.342 3.504 -0.54
C 1.261 2.016 2.729 0.30
O 0.987 2.739 1.665 -0.70
C -0.722 1.426 -2.506 0.00
C 0.766 1.561 -2.168 -0.96
C 1.306 2.992 -2.146 -1.07
N 0.639 3.755 -1.082 0.59
C 0.704 5.052 -1.097 -0.14
C -0.052 5.936 -0.285 0.75
C 0.157 7.323 -0.448 -1.01
C -0.607 8.245 0.214 -0.75
C -1.618 7.802 1.077 -0.53
C -1.857 6.460 1.254 -0.47
C -1.094 5.491 0.582 0.17
O -1.454 4.226 0.742 -0.72
H -2.699 3.226 -3.111 0.46
H -1.201 4.014 -2.629 0.45
H -2.606 4.082 -1.562 0.33
H -3.249 1.052 -2.325 0.50
H -3.637 2.142 -0.991 0.48
H -1.960 -0.377 -0.636 -0.87
H -3.714 -0.288 -0.455 0.55
H -2.971 -0.064 1.730 0.62
H -3.304 1.600 1.246 0.19
H -1.317 -0.222 2.935 0.25
H 0.136 -0.583 4.638 0.42
H 2.104 0.039 5.974 0.45
H 3.556 1.903 5.224 0.46
H 3.004 3.170 3.179 0.52
H -0.897 1.747 -3.535 0.31
H -0.967 0.366 -2.425 -0.05
H 1.326 0.997 -2.914 0.53
H 0.978 1.063 -1.196 0.33
H 1.157 3.471 -3.117 0.44
H 2.380 2.965 -1.955 0.53
H 1.348 5.522 -1.841 0.40
H 0.937 7.652 -1.122 0.42
H -0.441 9.302 0.064 0.43
H -2.223 8.527 1.605 0.44
H -2.648 6.109 1.903 0.47
C 0.805 -3.792 -3.843 -0.87
C -0.556 -3.550 -4.490 -0.39
C -1.730 -4.151 -3.713 -0.93
C -2.027 -3.464 -2.375 0.13
N -1.305 -4.055 -1.255 0.02
C -0.500 -3.432 -0.388 0.16
S -0.045 -1.793 -0.553 0.32
N -0.022 -4.124 0.651 0.16
C -0.249 -5.546 0.895 -1.36
C -1.624 -5.856 1.495 -0.23
C -1.898 -7.362 1.525 -0.52
C -0.939 -8.123 2.440 -1.20
H 1.601 -3.406 -4.481 0.38
H 0.981 -4.860 -3.703 0.31
H 0.884 -3.299 -2.874 0.08
H -0.554 -3.996 -5.486 0.37
H -0.724 -2.476 -4.615 0.22
H -1.532 -5.212 -3.533 0.38
H -2.630 -4.087 -4.326 0.36
H -3.095 -3.528 -2.150 0.34
H -1.752 -2.413 -2.417 -0.24
H -1.470 -5.040 -1.109 0.14
H 0.572 -3.618 1.279 0.08
H 0.530 -5.876 1.578 0.48
H -0.121 -6.096 -0.043 0.39
H -2.409 -5.356 0.920 0.34
H -1.668 -5.459 2.512 0.37
H -1.832 -7.767 0.510 0.31
H -2.921 -7.518 1.869 0.35
H 0.073 -8.146 2.034 0.31
H -1.268 -9.153 2.563 0.38
H -0.904 -7.660 3.428 0.31
Br 2.661 -1.448 1.642 -0.11
C 3.849 -0.041 1.189 0.45
C 5.206 -0.212 1.413 -0.73
C 6.038 0.843 1.078 -0.36
C 5.487 1.994 0.534 -1.07
C 4.116 2.046 0.359 -0.05
N 3.296 1.042 0.679 0.16
H 5.590 -1.135 1.821 0.45
H 7.106 0.763 1.231 0.42
H 6.109 2.828 0.241 0.46
H 3.643 2.935 -0.041 0.49
```

Results
Spin multiplicity: 2
LUMO (spin up / spin down) in hartree: -0.1966 / -0.3273
Net charge: +2
Expectation value of S²: 0.754
Energy above the lowest of the compared OMol25 structures with the same formula, charge and spin in kcal per mole: 87.1
E_tot in a.u.: -4892.0485
Orbital gap (spin up / spin down) in eV: 6.38 / 2.79


Molecular formula: C18H30BN5O6P
Method: DFT, the ωB97M-V functional and the def2-TZVPD basis

The geometry in XYZ format:
```
61
Properties=species:S:1:pos:R:3:nbo_charge:R:1
C -2.085 4.758 2.242 -0.12
C -1.176 4.054 2.547 -0.08
C -0.122 3.110 2.804 -0.30
N -0.159 2.076 1.761 -0.54
C 0.681 1.076 1.681 0.72
N 0.679 0.143 0.685 -0.44
C -0.032 0.516 -0.541 -0.26
C 0.857 0.400 -1.794 -0.38
C -0.049 0.463 -3.019 -0.42
C -0.763 1.814 -3.115 -0.21
N -1.941 1.886 -2.277 -0.35
C -2.206 2.919 -1.427 -0.10
C -3.364 2.693 -0.742 -0.31
C -3.850 1.434 -1.215 -0.28
C -2.970 0.980 -2.145 -0.07
C 0.277 -1.171 1.257 0.12
C -1.246 -1.183 1.643 -0.56
C -1.998 -2.386 1.168 0.77
O -2.655 -2.422 0.162 -0.54
O -1.890 -3.452 1.994 -0.69
B 0.593 -2.437 0.276 1.17
O 1.245 -3.515 0.809 -0.91
O 0.195 -2.447 -1.021 -0.73
C 1.116 -3.148 -1.899 -0.06
C 0.699 -4.588 -2.178 -0.64
O 0.981 -1.375 2.482 -0.53
C 2.075 -0.528 2.679 -0.08
P 3.645 -0.937 1.694 1.23
N 3.678 0.138 0.352 -1.17
O 4.746 -0.261 2.717 -0.96
N 1.642 0.912 2.623 -0.59
H -2.908 5.344 1.925 0.25
H -0.226 2.669 3.790 0.23
H 0.836 3.625 2.738 0.25
H -0.893 2.181 1.069 0.46
H -0.388 1.536 -0.532 0.22
H -0.894 -0.118 -0.731 0.24
H 1.517 1.267 -1.820 0.20
H 1.494 -0.473 -1.757 0.22
H -0.790 -0.331 -2.979 0.22
H 0.540 0.350 -3.926 0.23
H -1.062 1.955 -4.153 0.22
H -0.092 2.631 -2.877 0.21
H -1.572 3.783 -1.312 0.22
H -3.832 3.327 -0.018 0.23
H -4.749 0.922 -0.926 0.23
H -2.965 0.091 -2.748 0.22
H -1.284 -1.191 2.730 0.26
H -1.774 -0.294 1.316 0.25
H -2.044 -4.245 1.461 0.51
H 0.860 -3.775 1.655 0.52
H 2.139 -3.070 -1.544 0.18
H 1.089 -2.593 -2.833 0.19
H 1.447 -5.255 -1.760 0.22
H 0.709 -4.761 -3.248 0.22
H -0.258 -4.827 -1.737 0.23
H 2.392 -0.694 3.703 0.23
H 3.892 -0.440 -0.452 0.40
H 4.447 0.802 0.396 0.39
H 4.839 0.674 2.486 0.48
H 1.276 1.141 3.544 0.40
```

Results
LUMO in hartree: -0.0892
Net charge: +1
Structure (SMILES): C#CCNC1=[N+](CCCCn2cccc2)[C@@](CC(=O)O)(B(O)OCC)O[C@@H](P(N)O)N1
E_tot in a.u.: -1795.1331
Orbital gap in eV: 8.59


Molecular formula: C22H47As3ClN6O6Sc
Method: DFT, the ωB97M-V functional and the def2-TZVPD basis

The geometry in XYZ format:
```
86
Properties=species:S:1:pos:R:3:mulliken_charge:R:1
Sc -0.354 0.362 0.815 -0.29
C 1.470 -0.836 4.135 -1.38
As 1.823 -0.745 2.223 1.13
C 3.515 0.205 2.239 -1.33
C 2.271 -2.628 1.954 -1.94
C 2.708 -3.177 0.586 2.08
C 3.100 -4.642 0.838 -2.34
C 1.548 -3.207 -0.411 -1.73
As 0.566 -1.600 -0.952 1.19
C -0.804 -2.501 -1.986 -1.33
C 1.595 -0.782 -2.373 -1.38
C 3.910 -2.399 0.046 -1.16
As 5.133 -3.327 -1.227 0.27
C 4.395 -2.732 -2.943 -1.08
C 6.518 -1.948 -1.108 -1.18
H 0.444 -1.138 4.329 0.35
H 1.668 0.135 4.594 0.43
H 2.153 -1.575 4.565 0.50
H 4.233 -0.364 2.838 0.42
H 3.360 1.185 2.695 0.47
H 3.907 0.337 1.232 0.34
H 1.392 -3.177 2.319 0.58
H 3.080 -2.808 2.680 0.67
H 2.301 -5.161 1.365 0.55
H 4.004 -4.707 1.443 0.45
H 3.296 -5.175 -0.094 0.54
H 0.763 -3.876 -0.033 0.64
H 1.896 -3.643 -1.361 0.58
H -0.313 -3.294 -2.565 0.52
H -1.280 -1.784 -2.657 0.31
H -1.542 -2.941 -1.319 0.35
H 1.949 -1.555 -3.059 0.45
H 2.447 -0.228 -1.983 0.36
H 0.936 -0.092 -2.899 0.46
H 4.574 -2.154 0.881 0.76
H 3.602 -1.441 -0.396 -0.05
H 3.490 -3.288 -3.188 0.26
H 5.132 -2.954 -3.713 0.51
H 4.192 -1.663 -2.950 0.27
H 6.990 -1.991 -0.127 0.35
H 6.107 -0.953 -1.272 0.32
H 7.279 -2.145 -1.861 0.42
O -1.141 -2.490 1.699 -0.49
Cl -2.149 -1.482 1.791 1.75
O -3.336 -1.901 2.396 -0.65
O -2.357 -0.915 0.438 -0.44
O -1.538 -0.321 2.523 -0.57
N -2.582 1.908 0.766 -0.16
C -2.995 1.770 -0.635 0.70
C -3.521 3.085 -1.239 -1.30
C -3.624 3.221 -2.756 -0.69
C -4.351 2.134 -3.542 -0.88
N -5.540 1.599 -2.876 -0.18
C -5.719 0.322 -2.533 0.83
N -4.719 -0.558 -2.569 -0.19
N -6.934 -0.081 -2.144 -0.43
C -1.813 1.189 -1.417 0.29
O -1.961 0.569 -2.458 -0.71
O -0.659 1.385 -0.854 -0.59
H -3.365 1.782 1.402 0.30
H -2.219 2.852 0.925 0.16
H -3.773 0.999 -0.670 0.32
H -2.861 3.894 -0.907 0.45
H -4.489 3.288 -0.771 0.44
H -2.631 3.296 -3.205 0.33
H -4.097 4.187 -2.943 0.50
H -3.692 1.299 -3.758 0.36
H -4.666 2.536 -4.509 0.45
H -6.352 2.197 -2.820 0.25
H -3.738 -0.258 -2.658 -0.09
H -4.891 -1.514 -2.305 0.25
H -7.744 0.493 -2.310 0.20
H -7.101 -1.041 -1.888 0.21
N 0.219 5.864 3.975 -0.44
C 0.229 4.696 3.316 1.04
C 0.013 3.473 3.975 -1.18
C 0.040 2.306 3.257 -0.56
N 0.268 2.243 1.931 0.49
C 0.441 3.420 1.295 -0.72
C 0.431 4.638 1.924 -0.75
H 0.135 5.894 4.976 0.21
H 0.447 6.724 3.508 0.21
H -0.172 3.442 5.037 0.38
H -0.142 1.367 3.764 0.59
H 0.597 3.361 0.224 0.56
H 0.596 5.537 1.350 0.41
```

Results
LUMO in hartree: -0.1710
Net charge: +2
Energy above the lowest of the compared OMol25 structures with the same formula, charge and spin in kcal per mole: 37.6
E_tot in a.u.: -9574.1831
Orbital gap in eV: 7.68


Molecular formula: C27H44BrNP2PtS
Method: DFT, the ωB97M-V functional and the def2-TZVPD basis

The geometry in XYZ format:
```
77
Properties=species:S:1:pos:R:3:mulliken_charge:R:1
C 5.477 -2.115 -4.856 -0.29
C 4.543 -1.051 -4.956 0.56
C 4.504 -0.346 -6.182 -0.50
C 5.343 -0.775 -7.240 -0.27
N 6.204 -1.795 -7.124 -0.53
C 6.260 -2.459 -5.968 -0.34
C 3.720 -0.760 -3.773 1.11
C 3.367 -0.788 -2.577 -0.77
C 2.999 -0.842 -1.237 -0.39
C 2.064 -1.848 -0.896 -0.90
C 1.200 -1.568 0.158 0.16
C 1.353 -0.298 0.783 0.37
C 2.581 0.444 0.765 -0.47
C 3.400 0.179 -0.333 -0.62
Pt -0.490 0.494 1.207 -0.28
P -2.413 -0.965 1.157 1.46
H 3.861 0.522 -6.334 0.39
H 5.587 -2.667 -3.920 0.36
H 5.317 -0.275 -8.216 0.35
H 6.956 -3.311 -5.901 0.35
H 4.303 0.775 -0.528 0.55
H 1.945 -2.774 -1.470 0.52
H 2.804 1.172 1.568 0.50
H 0.410 -2.251 0.521 0.34
C -3.928 -0.770 2.218 -0.67
C -5.308 -0.625 1.568 -1.40
H -3.713 0.064 2.901 0.38
H -3.960 -1.659 2.867 0.49
H -6.092 -0.520 2.331 0.42
H -5.378 0.254 0.925 0.29
H -5.583 -1.505 0.977 0.33
C -2.975 -0.835 -0.601 -0.54
C -2.490 -1.935 -1.549 -1.37
H -2.606 0.144 -0.954 0.06
H -4.072 -0.731 -0.648 0.61
H -2.643 -1.610 -2.589 0.44
H -1.422 -2.126 -1.407 0.22
H -3.008 -2.900 -1.473 0.31
C -2.108 -2.771 1.466 -0.17
C -3.333 -3.672 1.221 -1.40
H -1.780 -2.919 2.514 -0.01
H -1.260 -3.124 0.863 0.30
H -3.052 -4.730 1.168 0.39
H -4.069 -3.606 2.031 0.36
H -3.891 -3.458 0.307 0.30
Br -1.328 1.202 3.599 -0.48
P -0.439 3.358 0.579 -0.40
C -2.074 2.638 0.565 1.22
C -3.298 3.586 0.604 -1.41
H -2.066 1.994 1.490 -0.47
H -2.135 1.975 -0.318 -0.10
H -4.231 3.007 0.429 0.34
H -3.402 4.132 1.561 0.36
H -3.189 4.338 -0.190 0.40
C 0.492 3.650 2.069 0.58
C 0.411 5.097 2.629 -1.26
H 1.535 3.325 1.884 0.26
H 0.034 2.970 2.816 -0.14
H 0.618 5.071 3.715 0.39
H 1.132 5.795 2.165 0.36
H -0.609 5.487 2.479 0.33
C 0.571 2.870 -0.811 0.22
C 0.486 3.810 -2.027 -1.39
H 0.203 1.863 -1.038 0.18
H 1.607 2.773 -0.458 0.31
H 1.315 3.614 -2.720 0.40
H -0.451 3.674 -2.580 0.36
H 0.525 4.856 -1.717 0.36
C 1.647 -2.399 3.217 -0.82
S 0.790 -0.888 3.789 0.35
C -0.388 -1.736 4.891 -0.79
H 2.445 -2.028 2.590 0.27
H 0.983 -3.017 2.615 0.20
H 2.043 -2.937 4.078 0.50
H 0.182 -2.366 5.619 0.44
H -0.990 -0.996 5.422 0.39
H -1.048 -2.381 4.272 0.09
```

Results
Spin multiplicity: 3
LUMO (spin up / spin down) in hartree: -0.2869 / -0.3295
Net charge: +2
Expectation value of S²: 2.463
E_tot in a.u.: -4883.3888
Orbital gap (spin up / spin down) in eV: 5.52 / 4.32


Molecular formula: C5H7NO
Method: DFT, the ωB97M-V functional and the def2-TZVPD basis

The geometry in XYZ format:
```
14
Properties=species:S:1:pos:R:3:nbo_charge:R:1
H 0.843 -2.926 0.656 0.35
N 0.183 -2.185 0.423 -0.63
C 0.787 -1.081 0.253 0.15
C 0.043 0.184 -0.002 -0.25
C 0.780 1.280 -0.744 -0.59
C -1.491 0.025 -0.220 -0.53
C -0.967 0.449 1.073 0.65
O -1.148 0.727 2.222 -0.47
H 1.876 -0.959 0.342 0.16
H 0.882 1.013 -1.803 0.22
H 1.785 1.432 -0.334 0.22
H 0.251 2.236 -0.689 0.22
H -1.958 0.794 -0.833 0.24
H -1.867 -0.989 -0.344 0.27
```

Results
LUMO in hartree: 0.0293
Energy above the lowest of the compared OMol25 structures with the same formula, charge and spin in kcal per mole: 50.8
Structure (SMILES): [H]/N=C/[C@@]1(C)CC1=O
E_tot in a.u.: -324.6435
Orbital gap in eV: 9.93


E_tot of number 3 (C18H30BN5O6P)?
-1795.1331 a.u.